Record 1
DFT (the ωB97M-V functional and the def2-TZVPD basis) results for 2 unconnected molecules or ions with the total composition C2H7OS.

Calculated values
total energy = -15071.2729 eV
HOMO energy = -0.0946 Eh
LUMO = 4.36 eV
orbital gap = 6.9 eV
net charge = -1
energy relative to the best compared isomer or geometry (same formula, charge and spin) = 0.133 eV

```
11
Properties=species:S:1:pos:R:3:lowdin_charge:R:1
C -1.1394 -0.2841 -0.7162 -0.24
C 0.3729 -0.4331 -0.8941 -0.82
S 1.2548 1.1597 -0.6622 0.12
H -1.3805 -0.1345 0.3367 0.05
H -1.4691 0.5847 -1.2814 0.04
H -1.6706 -1.1498 -1.1429 0.05
H 0.7567 -1.1955 -0.2096 0.02
H 0.6284 -0.7602 -1.8945 0.01
H 1.0426 1.4564 1.9924 -0.04
H 0.7968 0.0427 1.8862 -0.02
O 0.8075 0.7136 2.5855 -0.16
```

Record 2
DFT (the ωB97M-V functional and the def2-TZVPD basis) results for 2 unconnected molecules or ions with the total composition C2H7OS in a non-equilibrium geometry.

Calculated values
total energy = -15068.9857 eV
HOMO energy = -0.0396 Eh
LUMO = 3.97 eV
orbital gap = 5.0 eV
net charge = -1
energy relative to the best compared isomer or geometry (same formula, charge and spin) = 2.420 eV

```
11
Properties=species:S:1:pos:R:3:lowdin_charge:R:1
O -1.7336 1.6859 1.2180 -0.07
H -1.7640 1.0533 0.5214 -0.01
C 1.2049 -0.1274 -1.2244 -0.30
C 0.1153 -0.7492 -0.3815 -0.84
S 0.2521 -1.6376 1.0729 0.46
H 1.6799 -0.8241 -1.9267 0.02
H 1.9615 0.3860 -0.6205 0.03
H 0.7196 0.6203 -1.8660 0.03
H -1.4975 1.1470 1.9531 -0.01
H -0.8717 -0.7594 -0.8398 -0.04
H -0.0664 -0.7946 2.0934 -0.27
```

Record 3
DFT (the ωB97M-V functional and the def2-TZVPD basis) results for 2 unconnected molecules or ions with the total composition C2H7OS in a non-equilibrium geometry.

Calculated values
total energy = -15069.8120 eV
HOMO energy = -0.0999 Eh
LUMO = 4.02 eV
orbital gap = 6.7 eV
net charge = -1
energy relative to the best compared isomer or geometry (same formula, charge and spin) = 1.594 eV

```
11
Properties=species:S:1:pos:R:3:lowdin_charge:R:1
S -0.6404 -1.6895 -1.0627 -0.18
H -1.6213 -2.2866 -1.7845 -0.45
C 0.7945 1.5498 0.7515 -0.29
O 1.2698 0.6194 -0.2821 -0.24
C -0.5759 1.2306 1.5886 -0.10
H 0.7289 2.5472 0.1505 0.11
H 1.6776 1.7278 1.3952 0.07
H 0.7322 -0.2773 -0.1346 -0.06
H -1.3210 0.9829 0.9794 -0.03
H -0.8603 2.2320 2.0798 0.06
H -0.5596 0.4687 2.5345 0.11
```